Here is C31H68KN15O5 as an isolated structure in a non-equilibrium geometry from the OMol25 dataset. Energies are from ωB97M-V/def2-TZVPD.

Each line ends with the Mulliken charge.
Element x y z (Å)
K (0.90, 0.53, -0.90)  0.958
C (-0.02, -5.71, -3.01)  -1.197
N (-0.38, -4.93, -1.84)  0.633
C (-0.28, -5.64, -0.59)  -1.125
C (-0.29, -3.53, -1.95)  0.169
N (0.54, -2.72, -1.40)  0.001
C (1.72, -3.25, -0.74)  -1.106
C (2.54, -2.15, -0.06)  -0.785
N (1.88, -1.25, 0.88)  1.178
C (2.83, -0.19, 1.32)  -0.533
C (3.73, 0.54, 0.32)  -1.103
N (3.14, 1.77, -0.19)  -0.197
C (3.79, 2.42, -1.09)  0.477
N (4.82, 1.86, -1.85)  0.266
C (4.52, 0.72, -2.69)  -0.810
C (5.97, 2.64, -2.26)  -1.133
N (3.56, 3.75, -1.32)  0.133
C (2.90, 4.56, -0.33)  -0.872
C (3.45, 4.25, -2.68)  -0.736
C (1.46, -1.87, 2.15)  -1.291
C (0.42, -2.98, 2.19)  -1.381
N (-0.88, -2.63, 1.67)  -0.036
C (-1.95, -2.78, 2.38)  0.015
N (-3.17, -2.78, 1.75)  0.321
C (-3.24, -2.90, 0.30)  -0.735
C (-4.35, -2.20, 2.37)  -1.154
N (-2.02, -2.98, 3.75)  0.508
C (-1.25, -2.21, 4.69)  -0.923
C (-2.88, -4.00, 4.32)  -1.241
N (-1.24, -3.03, -2.81)  0.544
C (-1.13, -1.70, -3.36)  -1.200
C (-2.45, -3.74, -3.15)  -1.234
H (1.03, -6.03, -2.99)  0.307
H (-0.64, -6.60, -3.08)  0.297
H (-0.17, -5.11, -3.91)  0.368
H (-1.01, -6.46, -0.58)  0.378
H (0.71, -6.08, -0.41)  0.276
H (-0.53, -4.97, 0.23)  0.180
H (1.51, -4.04, -0.03)  -0.035
H (2.40, -3.69, -1.48)  0.494
H (3.42, -2.63, 0.41)  0.133
H (2.91, -1.54, -0.88)  0.278
H (2.25, 0.57, 1.85)  -0.289
H (3.51, -0.64, 2.07)  0.618
H (4.64, 0.80, 0.87)  0.318
H (4.07, -0.14, -0.46)  0.268
H (3.47, 0.45, -2.59)  0.038
H (4.68, 0.98, -3.75)  0.368
H (5.15, -0.15, -2.46)  0.309
H (6.08, 3.50, -1.60)  0.369
H (6.87, 2.03, -2.18)  0.347
H (5.90, 3.00, -3.29)  0.350
H (2.99, 4.09, 0.65)  0.290
H (3.37, 5.55, -0.30)  0.385
H (1.84, 4.69, -0.55)  0.117
H (3.77, 3.49, -3.39)  0.257
H (2.40, 4.48, -2.91)  -0.024
H (4.05, 5.15, -2.82)  0.381
H (1.08, -1.04, 2.76)  0.303
H (2.35, -2.26, 2.67)  0.453
H (0.79, -3.84, 1.63)  0.012
H (0.38, -3.32, 3.23)  0.565
H (-2.43, -3.53, -0.05)  0.244
H (-4.20, -3.35, 0.04)  0.447
H (-3.16, -1.93, -0.19)  -0.177
H (-4.11, -1.84, 3.37)  0.390
H (-4.70, -1.34, 1.78)  0.311
H (-5.16, -2.92, 2.44)  0.265
H (-0.72, -1.41, 4.17)  0.052
H (-1.92, -1.75, 5.42)  0.330
H (-0.53, -2.82, 5.24)  0.296
H (-3.38, -4.55, 3.53)  0.326
H (-2.29, -4.70, 4.91)  0.375
H (-3.64, -3.57, 4.98)  0.348
H (-0.13, -1.31, -3.22)  0.148
H (-1.35, -1.72, -4.43)  0.449
H (-1.84, -1.00, -2.90)  0.291
H (-2.58, -4.61, -2.52)  0.387
H (-3.31, -3.07, -3.02)  0.364
H (-2.45, -4.06, -4.20)  0.293
N (-0.14, 1.12, 3.09)  -0.048
C (-1.45, 1.52, 3.59)  -1.395
C (-2.55, 1.17, 2.60)  -0.679
N (-2.58, 2.12, 1.50)  0.757
C (-3.88, 2.41, 0.92)  -1.076
C (-4.25, 1.58, -0.31)  -0.003
N (-3.53, 2.05, -1.48)  -0.473
H (-0.01, 1.49, 2.15)  -0.291
H (0.60, 1.50, 3.66)  0.262
H (-1.62, 1.01, 4.54)  0.531
H (-1.52, 2.60, 3.78)  0.403
H (-2.40, 0.13, 2.26)  0.235
H (-3.51, 1.21, 3.13)  0.701
H (-1.93, 1.83, 0.78)  -0.705
H (-4.64, 2.27, 1.70)  0.608
H (-3.92, 3.46, 0.61)  0.267
H (-4.06, 0.52, -0.08)  -0.200
H (-5.32, 1.70, -0.49)  0.539
H (-2.55, 1.75, -1.48)  -0.018
H (-3.91, 1.65, -2.33)  0.255
C (-0.75, 4.78, 1.33)  -1.289
C (-0.59, 4.40, -0.10)  -0.168
N (-0.25, 3.21, -0.55)  0.558
C (-0.22, 3.31, -1.92)  1.337
C (-0.52, 4.59, -2.31)  0.363
N (-0.74, 5.28, -1.12)  0.139
C (-0.54, 5.18, -3.65)  0.229
O (-0.37, 6.54, -3.69)  -0.571
O (-0.69, 4.57, -4.66)  -0.523
C (0.10, 2.04, -2.69)  -1.026
O (-0.84, 1.22, -2.72)  -0.634
O (1.29, 1.86, -3.02)  -0.683
H (-1.57, 4.23, 1.77)  0.052
H (-0.92, 5.85, 1.43)  0.510
H (0.16, 4.52, 1.87)  0.171
H (-1.16, 6.19, -1.03)  0.275
H (-0.01, 6.86, -2.85)  0.347
O (-1.12, -0.44, 0.03)  3.621
H (-1.00, -1.26, 0.56)  -1.317
H (-1.07, -0.76, -0.88)  -0.722

Total charge: 0
Relative energy (zero: lowest compared OMol25 entry of this formula, charge and spin), eV: 0.517
Kohn-Sham gap, eV: 8.324
Electronic energy, eV: -82165.133

Here is one molecule with the formula C9H8F2 in a non-equilibrium geometry from the OMol25 dataset. Energies are from ωB97M-V/def2-TZVPD.

Each line ends with the Mulliken charge.
Element x y z (Å)
C (-1.62, 0.52, -1.49)  -0.822
C (-2.53, 1.13, -0.55)  -0.286
C (-0.44, -0.06, -0.99)  -0.207
C (-2.08, 1.45, 0.72)  -0.503
C (-0.04, 0.24, 0.32)  0.732
C (-0.85, 1.04, 1.03)  -0.239
C (1.27, -0.36, 0.80)  0.377
C (2.47, 0.21, 0.16)  0.105
C (1.22, -1.87, 0.63)  -1.320
F (2.82, 1.47, 0.37)  -0.228
F (2.52, 0.04, -1.20)  -0.249
H (-1.99, 0.22, -2.49)  0.305
H (-3.46, 1.54, -1.00)  0.323
H (0.24, -0.81, -1.44)  0.277
H (-2.55, 2.17, 1.44)  0.321
H (1.43, -0.11, 1.90)  0.313
H (0.73, -2.33, 1.45)  0.380
H (2.23, -2.38, 0.55)  0.323
H (0.65, -2.11, -0.22)  0.396

Total charge: 0
Relative energy (zero: lowest compared OMol25 entry of this formula, charge and spin), eV: 2.414
Kohn-Sham gap (spin up / spin down), eV: 9.081 / 8.193
Electronic energy, eV: -14892.978